(1)
Computed, not measured: a 2-piece molecular cluster, O4S2 overall at a distorted geometry, with wB97M-V/def2-TZVPD.

```
6
O4S2 wB97M-V/def2-TZVPD
O -0.03 1.60 0.77
O 0.28 1.63 -1.64
O 0.48 -2.58 1.03
O -0.63 -0.82 -0.24
S 0.44 -1.19 0.68
S -0.65 1.54 -0.54
```

Maximum force = 1.58 eV/A
Gap between HOMO and LUMO = 9.82 eV
ΔE to the lowest compared entry with this formula, charge and spin = 5.28 kcal per mole
LUMO level = -1.8 eV
HOMO level = -0.4270 Ha
E = -29859.30328 eV


(2)
Computed, not measured: a 9-piece molecular cluster, C27H72O9 overall at a distorted geometry, with wB97M-V/def2-TZVPD.

```
108
C27H72O9 wB97M-V/def2-TZVPD
C 1.10 -31.24 2.62
C -0.20 -30.44 2.82
C -1.50 -31.22 2.92
O -0.12 -29.57 3.98
H 2.00 -30.66 2.41
H 0.90 -31.94 1.81
H 1.40 -31.82 3.49
H -0.03 -29.77 1.98
H -1.56 -32.07 2.24
H -2.35 -30.68 2.53
H -1.73 -31.69 3.88
H 0.09 -30.05 4.79
C -0.17 -26.24 -3.59
C -0.78 -26.33 -5.00
C -2.07 -25.58 -5.27
O 0.18 -25.77 -5.93
H 0.57 -27.03 -3.40
H -0.97 -26.42 -2.88
H 0.18 -25.22 -3.45
H -1.01 -27.36 -5.26
H -1.90 -24.51 -5.13
H -2.79 -26.07 -4.61
H -2.33 -25.78 -6.31
H 0.98 -26.29 -5.97
C -4.00 -21.00 0.54
C -4.40 -21.42 1.93
C -3.39 -22.39 2.52
O -4.60 -20.35 2.84
H -3.18 -20.31 0.32
H -4.90 -20.73 -0.01
H -3.60 -21.93 0.12
H -5.36 -21.87 1.66
H -2.39 -22.27 2.11
H -3.70 -23.42 2.34
H -3.25 -22.28 3.59
H -4.32 -19.51 2.45
C -4.84 -25.12 -2.49
C -6.17 -25.47 -1.76
C -5.99 -26.03 -0.32
O -6.93 -24.25 -1.68
H -5.02 -24.84 -3.53
H -4.12 -25.94 -2.49
H -4.32 -24.27 -2.03
H -6.69 -26.23 -2.35
H -5.61 -27.05 -0.35
H -6.89 -25.97 0.30
H -5.26 -25.40 0.19
H -7.71 -24.40 -1.14
C -2.53 -27.89 6.31
C -3.04 -27.33 5.01
C -2.71 -25.87 4.83
O -2.61 -28.16 3.91
H -1.52 -27.51 6.50
H -2.37 -28.97 6.38
H -3.11 -27.69 7.21
H -4.12 -27.38 4.90
H -3.29 -25.33 5.58
H -2.91 -25.34 3.90
H -1.65 -25.71 5.06
H -1.75 -28.53 4.10
C -7.69 -29.92 2.12
C -6.51 -29.90 1.21
C -5.12 -30.24 1.76
O -6.84 -30.89 0.25
H -7.68 -29.10 2.85
H -7.88 -30.84 2.66
H -8.61 -29.83 1.54
H -6.46 -28.90 0.77
H -4.32 -30.22 1.02
H -5.08 -31.27 2.10
H -4.94 -29.63 2.65
H -7.46 -30.46 -0.34
C 3.64 -25.69 -1.79
C 2.70 -25.34 -0.66
C 1.65 -26.36 -0.31
O 3.45 -25.01 0.47
H 4.47 -24.98 -1.71
H 3.12 -25.45 -2.72
H 3.98 -26.72 -1.68
H 2.24 -24.38 -0.86
H 0.88 -26.46 -1.07
H 1.08 -26.13 0.59
H 2.02 -27.37 -0.13
H 4.28 -25.47 0.61
C -1.78 -27.79 0.42
C -1.92 -26.41 0.99
C -2.03 -25.40 -0.19
O -3.15 -26.47 1.65
H -0.83 -27.97 -0.09
H -2.61 -27.84 -0.28
H -1.98 -28.49 1.22
H -1.14 -26.14 1.70
H -1.05 -25.02 -0.46
H -2.46 -24.45 0.11
H -2.58 -25.82 -1.04
H -3.01 -27.03 2.41
C 1.43 -30.12 -0.96
C 1.86 -31.51 -1.47
C 3.06 -32.08 -0.64
O 0.87 -32.50 -1.20
H 1.27 -30.13 0.11
H 0.62 -29.75 -1.59
H 2.32 -29.61 -1.33
H 2.07 -31.67 -2.53
H 3.99 -31.55 -0.81
H 3.29 -33.12 -0.83
H 2.69 -32.05 0.38
H 0.00 -32.10 -1.31
```

Maximum force = 4.19 eV/A
⟨S²⟩ = 0.754
Gap between HOMO and LUMO (spin up / spin down) = 10.28 / 3.44 eV
ΔE to the lowest compared entry with this formula, charge and spin = 41.66 kcal per mole
LUMO level (spin up / spin down) = -2.0 / -8.9 eV
Charge = +1
HOMO level (spin up / spin down) = -0.4526 / -0.4524 Ha
E = -47581.98107 eV
Spin multiplicity = 2